27
Properties=species:S:1:pos:R:3 method="wB97M-V/def2-TZVPD" homo_energy_ev=-8.96 smiles="O=C(Cl)C(Cl)(c1ccccc1)c1ccccc1" de_lowest_kj_mol=100.1 charge=0
O 1.805 2.503 -1.232
Cl 1.071 3.611 1.059
Cl -1.763 2.210 -0.639
C 0.900 2.568 -0.383
C -0.537 -0.761 3.474
C 0.210 -1.889 -3.065
C -1.503 -0.683 2.466
C 0.660 -0.100 3.221
C 1.387 -1.321 -2.492
C -1.010 -1.323 -2.676
C -1.268 -0.036 1.278
C 0.910 0.644 1.999
C 1.351 -0.237 -1.580
C -1.060 -0.282 -1.834
C -0.119 0.756 1.026
C 0.109 0.397 -1.357
C -0.125 1.489 -0.261
H -0.763 -1.293 4.454
H 0.225 -2.685 -3.782
H -2.524 -1.127 2.641
H 1.395 -0.124 4.015
H 2.323 -1.780 -2.768
H -1.906 -1.830 -3.030
H -1.921 -0.143 0.453
H 1.903 1.094 1.815
H 2.276 0.188 -1.288
H -2.025 0.152 -1.514


31
Properties=species:S:1:pos:R:3 method="wB97M-V/def2-TZVPD" homo_energy_ev=1.44 de_lowest_kj_mol=59.8 charge=-2
C 1.474 -1.547 -2.461
C 0.095 -1.647 -2.882
C -0.556 -2.447 -1.890
C 0.416 -3.121 -1.155
C 1.692 -2.553 -1.478
Hg 0.831 1.048 0.256
C -1.510 1.639 -1.667
C -0.101 1.551 -1.674
C 0.861 1.935 -2.489
N 2.038 1.464 -1.691
H -1.585 -2.693 -1.930
H -0.386 -0.978 -3.613
H 0.276 -3.822 -0.365
H 2.681 -2.802 -1.059
H 2.262 -0.952 -3.022
H -2.051 1.837 -2.565
H 2.593 0.563 -1.814
H -2.059 1.110 -0.919
H 0.703 2.365 -3.532
H 2.514 2.395 -1.338
F -0.321 -1.517 1.659
C -0.469 -0.456 2.448
C -0.035 0.771 2.062
C -0.307 1.835 2.843
F 0.041 3.044 2.403
C -1.066 1.743 3.985
F -1.334 2.832 4.693
C -1.478 0.483 4.310
F -2.262 0.384 5.384
C -1.248 -0.638 3.572
F -1.710 -1.830 3.929


34
Properties=species:S:1:pos:R:3 method="wB97M-V/def2-TZVPD" homo_energy_ev="-1.28 / -1.23" spin_multiplicity=3 s2=2.01 charge=-2
Ni 0.115 1.313 -0.171
O 1.939 0.399 -0.060
C 2.673 0.460 0.981
C 4.089 0.466 0.841
C 4.938 0.464 1.919
C 4.424 0.468 3.215
C 3.059 0.501 3.399
C 2.157 0.497 2.329
C 0.754 0.583 2.585
N -0.170 0.534 1.670
N -1.467 0.478 2.047
C -2.306 0.774 1.066
O -1.960 1.146 -0.098
C -3.751 0.681 1.369
C -4.666 0.833 0.324
C -6.023 0.836 0.566
C -6.501 0.694 1.860
C -5.602 0.538 2.904
C -4.242 0.526 2.666
H 4.477 0.482 -0.168
H 6.013 0.467 1.767
H 5.093 0.464 4.068
H 2.661 0.524 4.410
H 0.446 0.702 3.630
H -4.280 0.962 -0.676
H -6.720 0.953 -0.256
H -7.564 0.729 2.060
H -5.968 0.430 3.918
H -3.544 0.407 3.480
O -0.931 4.448 -0.899
S 0.353 3.769 -0.795
O 1.466 4.667 -1.093
O 0.538 3.128 0.539
S 0.404 2.281 -2.198


35
Properties=species:S:1:pos:R:3 method="wB97M-V/def2-TZVPD" homo_energy_ev="-8.83 / -8.83" charge=0
Os 0.337 0.033 -1.536
O -3.481 1.982 -0.911
C -3.500 1.866 0.433
C -4.638 2.369 1.066
C -4.762 2.308 2.436
C -3.758 1.734 3.219
C -2.642 1.222 2.599
C -2.492 1.277 1.206
C -1.281 0.698 0.620
O -0.996 1.052 -0.658
N -0.504 -0.105 1.265
N 0.551 -0.463 0.420
C 1.528 -1.110 0.948
C 2.754 -1.328 0.232
C 3.741 -2.142 0.820
C 4.953 -2.333 0.206
C 5.216 -1.690 -1.011
C 4.278 -0.872 -1.597
C 3.040 -0.687 -0.982
O 2.191 0.152 -1.630
H -2.649 1.637 -1.268
H -5.410 2.806 0.446
H -5.650 2.711 2.906
H -3.854 1.694 4.295
H -1.852 0.765 3.180
H 1.418 -1.432 1.978
H 3.520 -2.618 1.768
H 5.700 -2.970 0.659
H 6.172 -1.836 -1.498
H 4.463 -0.368 -2.536
O 0.677 -1.560 -2.885
S -0.542 -0.928 -3.564
O -1.412 -0.923 -2.307
O -0.085 0.534 -3.554
O -1.031 -1.474 -4.766


34
Properties=species:S:1:pos:R:3 method="wB97M-V/def2-TZVPD" homo_energy_ev=-7.61 de_lowest_kj_mol=3143.3 charge=0
Be 1.616 0.153 -0.204
C -3.736 -1.402 1.327
C -1.507 -2.715 0.559
C -0.364 -2.995 0.112
C -2.603 -1.171 -1.098
N -1.507 -0.749 2.089
C -2.427 0.673 0.563
C -2.034 -1.176 -2.188
C -1.655 -1.426 -3.537
C -0.395 -1.643 -3.956
C 0.824 -1.755 -3.162
C 1.146 -1.034 -2.076
N 0.491 0.235 -1.603
H -4.659 -1.662 0.812
H -3.552 -2.137 2.109
H 0.240 -3.882 0.068
H -4.001 -0.592 2.005
H -2.464 -1.521 -4.251
H -0.287 -1.928 -4.997
H 1.515 -2.530 -3.475
H 1.916 -1.460 -1.413
Cl -0.397 -0.345 3.219
Si -0.198 -0.859 -0.485
Cl -1.434 1.995 0.668
Cl -2.084 -1.008 0.635
Te 3.772 0.721 0.240
C 3.325 2.348 1.484
C 2.845 3.574 1.125
C 2.730 4.464 2.228
C 3.130 3.896 3.399
S 3.640 2.281 3.168
H 2.591 3.830 0.106
H 2.373 5.480 2.149
H 3.147 4.341 4.381


36
Properties=species:S:1:pos:R:3 method="wB97M-V/def2-TZVPD" homo_energy_ev=-4.50 de_lowest_kj_mol=31.2 charge=-1
Tl -0.156 -0.144 0.438
C 0.704 4.111 0.396
C -0.214 3.283 1.257
C -1.525 3.035 0.857
C -2.371 2.258 1.638
C -1.916 1.711 2.831
C -0.607 1.936 3.232
C 0.234 2.719 2.450
H 1.189 3.481 -0.354
H 1.483 4.586 0.993
H 0.150 4.884 -0.136
H -1.880 3.452 -0.078
H -3.386 2.074 1.309
H -2.574 1.103 3.438
H -0.235 1.496 4.149
H 1.254 2.898 2.770
Cl 1.768 -1.782 -1.263
C 1.173 -1.868 -2.897
C 1.548 -2.983 -3.625
C 1.110 -3.133 -4.929
C 0.317 -2.146 -5.489
C -0.035 -1.033 -4.744
Cl -1.005 0.174 -5.543
C 0.346 -0.840 -3.396
S -0.165 0.540 -2.478
H 2.181 -3.727 -3.161
H 1.379 -4.012 -5.500
H -0.038 -2.228 -6.507
F -0.824 -3.404 4.304
C -0.365 -2.301 3.705
F 0.242 -1.557 4.641
F -1.434 -1.598 3.286
S 0.773 -2.710 2.291
O -0.168 -2.881 1.196
O 1.461 -3.889 2.738
O 1.586 -1.507 2.182


The records above give, respectively, electronic energy values of -1535.06603; -1246.66380; -3330.00794; -1664.53019; -2999.69002; -2954.80513 Ha.